1.
A molecular structure, C61H83N4O4PRe at a distorted geometry. Source: OMol25; level of theory: wB97M-V/def2-TZVPD.

Structure (XYZ):
```
154
Properties=species:S:1:pos:R:3:lowdin_spin:R:1
Re -1.03 -1.99 0.27 0.77
C -2.06 -1.72 -3.71 0.00
O -1.45 -1.12 -2.56 0.00
C -1.14 0.21 -2.79 0.00
C 0.14 0.59 -3.16 0.00
C 1.25 -0.42 -3.22 0.00
C 2.17 -0.46 -2.02 0.01
C 3.54 -0.38 -2.25 0.00
C 4.50 -0.46 -1.24 0.01
C 4.02 -0.57 0.06 0.00
C 2.66 -0.65 0.34 0.00
C 2.21 -0.82 1.77 0.00
C 1.34 0.30 2.29 0.00
C 1.86 1.57 2.52 0.00
C 1.06 2.61 3.00 0.00
C -0.31 2.36 3.13 0.00
C -0.86 1.11 2.88 0.00
C -2.35 0.90 2.89 0.00
C -2.95 1.50 1.64 0.01
C -3.57 2.72 1.71 0.00
C -4.20 3.30 0.61 0.01
C -4.19 2.55 -0.57 0.00
C -3.54 1.34 -0.70 0.01
C -3.48 0.73 -2.07 0.00
C -2.16 1.15 -2.70 0.00
C -1.91 2.45 -3.10 0.00
C -0.66 2.85 -3.58 0.00
C 0.36 1.91 -3.55 0.00
C -0.46 4.26 -4.13 0.00
C -1.53 4.53 -5.21 0.00
C 0.92 4.44 -4.77 0.00
C -0.62 5.28 -3.00 0.00
C -2.86 0.78 0.42 0.00
O -2.19 -0.36 0.41 0.07
C -4.85 4.68 0.64 0.00
C -4.12 5.57 -0.39 0.00
C -6.33 4.58 0.26 0.00
C -4.73 5.34 2.01 0.00
C 0.00 0.06 2.54 0.00
O -0.48 -1.26 2.44 0.00
C -0.95 -1.81 3.68 0.00
C 1.62 3.96 3.42 0.00
C 3.13 4.06 3.16 0.00
C 0.92 5.09 2.67 0.00
C 1.38 4.13 4.93 0.00
C 1.71 -0.63 -0.70 0.00
O 0.40 -0.69 -0.42 0.08
C 6.00 -0.48 -1.51 0.00
C 6.59 -1.78 -0.93 0.00
C 6.64 0.74 -0.83 0.00
C 6.33 -0.44 -3.00 0.00
H -2.94 -1.15 -4.03 0.00
H -1.36 -1.76 -4.54 0.00
H -2.36 -2.73 -3.44 0.00
H 0.81 -1.40 -3.38 0.00
H 1.87 -0.21 -4.10 0.00
H 3.86 -0.25 -3.28 0.00
H 4.72 -0.60 0.89 0.00
H 1.60 -1.72 1.82 0.00
H 3.09 -0.95 2.41 0.00
H 2.91 1.73 2.33 0.00
H -0.97 3.15 3.43 0.00
H -2.59 -0.16 2.90 0.00
H -2.80 1.37 3.76 0.00
H -3.59 3.23 2.66 0.00
H -4.72 2.93 -1.44 0.00
H -3.50 -0.36 -2.02 0.00
H -4.33 1.07 -2.66 0.00
H -2.72 3.18 -3.04 0.00
H 1.36 2.17 -3.86 0.00
H -1.51 3.75 -5.97 0.00
H -2.53 4.57 -4.79 0.00
H -1.33 5.49 -5.69 0.00
H 1.06 3.73 -5.59 0.00
H 1.00 5.45 -5.17 0.00
H 1.72 4.31 -4.04 0.00
H -1.60 5.22 -2.54 0.00
H 0.14 5.13 -2.23 0.00
H -0.50 6.29 -3.40 0.00
H -4.30 5.22 -1.41 0.00
H -4.50 6.59 -0.32 0.00
H -3.05 5.58 -0.20 0.00
H -6.46 4.18 -0.75 0.00
H -6.87 3.94 0.96 0.00
H -6.78 5.57 0.28 0.00
H -3.69 5.48 2.30 0.00
H -5.20 6.32 1.98 0.00
H -5.24 4.75 2.78 0.00
H -1.19 -1.03 4.40 0.00
H -1.84 -2.41 3.48 0.00
H -0.18 -2.44 4.12 0.00
H 3.36 3.92 2.10 0.00
H 3.48 5.06 3.44 0.00
H 3.68 3.33 3.75 0.00
H 1.09 5.02 1.59 0.00
H -0.16 5.10 2.85 0.00
H 1.31 6.05 3.01 0.00
H 1.87 3.34 5.50 0.00
H 1.78 5.09 5.26 0.00
H 0.31 4.12 5.17 0.00
H 6.47 -1.83 0.15 0.00
H 6.10 -2.64 -1.38 0.00
H 7.65 -1.83 -1.16 0.00
H 6.55 0.69 0.26 0.00
H 7.71 0.79 -1.07 0.00
H 6.17 1.66 -1.17 0.00
H 5.86 -1.27 -3.53 0.00
H 6.01 0.50 -3.46 0.00
H 7.41 -0.52 -3.14 0.00
C -4.05 -2.54 -0.37 0.00
N -3.04 -3.16 0.52 0.00
C -3.54 -3.10 1.90 0.00
C -2.87 -4.56 0.08 0.00
C -1.85 -4.63 -1.02 0.01
C -1.84 -5.69 -1.92 0.00
C -0.83 -5.79 -2.87 0.00
C 0.17 -4.83 -2.93 0.00
C 0.15 -3.77 -2.03 0.01
C -0.85 -3.65 -1.06 0.00
H -5.00 -3.06 -0.27 0.00
H -3.72 -2.61 -1.40 0.00
H -4.19 -1.49 -0.10 0.00
H -4.49 -3.63 2.00 0.00
H -3.68 -2.06 2.19 0.00
H -2.81 -3.57 2.57 0.00
H -3.83 -4.97 -0.25 0.00
H -2.53 -5.15 0.93 0.00
H -2.62 -6.45 -1.87 0.00
H -0.83 -6.62 -3.57 0.00
H 0.95 -4.89 -3.67 0.00
H 0.92 -3.01 -2.07 0.00
C 1.56 -6.04 3.17 0.00
N 2.08 -4.62 3.40 0.00
C 3.35 -4.45 2.54 0.00
N 3.07 -4.73 1.18 0.00
C 2.54 -6.07 1.01 0.00
N 1.32 -6.25 1.79 0.00
C 0.20 -5.48 1.25 0.00
P 0.52 -3.62 1.24 0.00
C 1.05 -3.60 3.06 0.00
C 2.25 -3.71 0.52 0.00
H 0.65 -6.16 3.75 0.00
H 2.32 -6.73 3.53 0.00
H 2.34 -4.52 4.38 0.00
H 4.09 -5.14 2.93 0.00
H 3.70 -3.42 2.66 0.00
H 3.28 -6.80 1.33 0.00
H 2.32 -6.24 -0.05 0.00
H -0.68 -5.69 1.86 0.00
H 0.00 -5.82 0.24 0.00
H 0.15 -3.81 3.66 0.00
H 1.43 -2.63 3.35 0.00
H 2.74 -2.74 0.58 0.00
H 2.17 -3.96 -0.53 0.00
```

Output
net charge = +2
HOMO (spin up / spin down) = -11.60 / -11.53 eV
⟨S²⟩ = 0.7581
HOMO-LUMO gap (spin up / spin down) = 4.958 / 5.186 eV
2S+1 = 2

=====

2.
13 unconnected molecules or ions with the total composition C78H117N21O22P4 at a distorted geometry. Source: OMol25; level of theory: wB97M-V/def2-TZVPD.

Structure (XYZ):
```
242
Properties=species:S:1:pos:R:3:mulliken_charge:R:1
C 10.36 30.14 -6.56 -0.10
C 10.59 31.19 -5.76 -0.40
C 9.61 31.34 -4.74 0.41
C 8.44 30.59 -4.65 -0.89
C 8.28 29.52 -5.53 -0.44
C 9.29 29.28 -6.44 -0.96
N 7.39 30.92 -3.68 1.05
O 7.70 31.70 -2.78 -0.46
O 6.23 30.48 -3.72 -0.62
H 11.16 29.87 -7.23 0.36
H 11.51 31.77 -5.71 0.46
H 9.64 32.16 -4.03 0.59
H 7.38 28.93 -5.51 0.50
H 9.27 28.46 -7.14 0.38
C 15.72 31.85 1.55 -0.52
C 14.88 31.22 2.45 -0.39
C 13.52 31.34 2.31 -0.60
C 12.93 31.98 1.23 -0.33
C 13.79 32.68 0.33 -0.14
C 15.19 32.59 0.50 -0.21
N 11.44 31.90 1.03 0.92
O 10.80 31.07 1.73 -0.58
O 10.89 32.71 0.22 -0.33
H 16.80 31.91 1.62 0.37
H 15.25 30.63 3.27 0.42
H 12.93 30.71 2.96 0.45
H 13.38 33.22 -0.50 0.53
H 15.72 33.27 -0.16 0.43
C 14.22 37.29 1.67 -0.82
C 13.72 35.98 1.78 -0.15
C 12.50 35.75 2.27 -0.49
C 11.75 36.74 2.79 0.04
C 12.17 38.07 2.72 -0.81
C 13.39 38.33 2.15 -0.37
N 10.45 36.36 3.40 1.08
O 10.32 35.21 3.92 -0.55
O 9.58 37.25 3.57 -0.60
H 15.23 37.53 1.36 0.45
H 14.30 35.10 1.54 0.41
H 12.13 34.74 2.29 0.55
H 11.50 38.84 3.07 0.86
H 13.68 39.36 2.04 0.38
C 16.75 41.51 -10.75 -0.50
C 17.43 41.77 -9.59 -0.53
C 16.97 41.41 -8.38 -0.34
C 15.73 40.70 -8.24 -0.35
C 15.04 40.46 -9.45 0.40
C 15.51 40.89 -10.70 -0.57
N 15.39 40.19 -6.89 0.94
O 14.47 39.38 -6.80 -0.44
O 16.07 40.64 -5.97 -0.59
H 17.21 41.72 -11.70 0.38
H 18.37 42.31 -9.61 0.36
H 17.64 41.69 -7.59 0.41
H 14.11 39.91 -9.47 0.39
H 15.03 40.62 -11.63 0.44
C 15.04 35.00 -6.02 -0.62
C 15.03 34.88 -7.37 -0.32
C 14.81 33.66 -7.97 -0.66
C 14.38 32.58 -7.23 -0.33
C 14.41 32.68 -5.85 -0.10
C 14.80 33.90 -5.25 -0.15
N 13.81 31.35 -7.85 1.11
O 13.83 30.37 -7.17 -0.60
O 13.42 31.42 -8.99 -0.61
H 15.12 36.01 -5.63 0.49
H 15.33 35.68 -8.04 0.57
H 15.06 33.58 -9.02 0.46
H 14.13 31.86 -5.20 0.47
H 14.84 34.09 -4.19 0.31
C 10.86 33.57 -9.03 -0.57
C 10.00 32.69 -9.73 -1.28
C 8.73 32.39 -9.14 -0.74
C 8.40 32.89 -7.88 -0.61
C 9.30 33.78 -7.21 0.89
C 10.50 34.07 -7.81 -0.36
N 7.14 32.54 -7.23 1.02
O 6.28 31.88 -7.84 -0.72
O 6.95 32.84 -6.07 0.02
H 11.80 33.87 -9.49 0.71
H 10.26 32.29 -10.70 0.48
H 8.00 31.71 -9.56 0.66
H 9.13 34.13 -6.20 0.28
H 11.19 34.69 -7.25 0.29
C 9.42 39.29 0.77 -0.41
C 10.46 40.22 0.84 -0.67
C 10.79 41.00 -0.24 -0.92
C 10.01 40.94 -1.39 0.04
C 8.92 40.14 -1.42 -0.21
C 8.62 39.32 -0.36 -0.41
N 10.29 41.85 -2.56 0.96
O 9.52 41.80 -3.53 -0.43
O 11.25 42.62 -2.49 -0.61
H 9.24 38.51 1.49 0.56
H 11.11 40.23 1.71 0.43
H 11.63 41.68 -0.14 0.54
H 8.41 40.02 -2.36 0.60
H 7.77 38.65 -0.39 0.55
C 10.91 37.71 -10.71 -1.05
C 11.55 38.25 -11.81 -1.05
C 12.92 38.13 -11.89 -0.46
C 13.69 37.68 -10.78 -0.45
C 13.02 37.26 -9.63 0.14
C 11.64 37.12 -9.70 -0.19
N 15.11 37.60 -10.98 1.26
O 15.54 37.74 -12.13 -0.67
O 15.85 37.30 -10.05 -0.60
H 9.84 37.79 -10.60 0.81
H 11.06 38.56 -12.71 0.54
H 13.44 38.45 -12.78 0.52
H 13.63 36.93 -8.80 0.53
H 11.06 36.74 -8.86 0.68
C 4.56 34.24 -10.03 -0.70
C 5.43 35.00 -10.76 -0.71
C 6.42 35.80 -10.13 -0.27
C 6.47 35.97 -8.77 -0.48
C 5.46 35.25 -8.06 0.18
C 4.45 34.48 -8.68 -0.18
N 7.50 36.77 -8.12 0.43
O 8.24 37.37 -8.92 -0.14
O 7.59 37.00 -6.89 0.09
H 3.88 33.62 -10.58 0.41
H 5.44 34.99 -11.84 0.42
H 7.07 36.35 -10.80 0.46
H 5.43 35.43 -7.00 -0.17
H 3.74 34.03 -8.01 0.52
O 4.00 34.34 0.92 -0.37
P 4.39 34.03 2.32 -0.14
N 3.98 35.28 3.51 0.37
C 4.27 35.24 4.93 -1.20
C 3.25 36.49 3.06 -1.04
N 6.04 33.66 2.56 0.66
C 6.60 32.34 2.21 -1.15
C 7.05 34.68 2.59 -1.36
N 3.61 32.65 3.01 0.17
C 2.37 32.10 2.36 -1.07
C 4.08 32.01 4.26 -0.96
H 3.48 34.69 5.45 0.27
H 4.28 36.25 5.34 0.43
H 5.25 34.81 5.12 0.37
H 3.87 37.37 3.22 0.32
H 2.41 36.62 3.74 0.38
H 2.91 36.53 2.03 0.23
H 7.44 32.06 2.84 0.34
H 5.86 31.54 2.19 0.39
H 6.98 32.43 1.19 0.25
H 7.42 34.80 1.57 0.32
H 6.80 35.70 2.88 0.40
H 7.80 34.34 3.30 0.40
H 2.62 31.29 1.67 0.29
H 1.72 31.60 3.08 0.43
H 1.85 32.95 1.93 0.28
H 3.59 31.04 4.35 0.43
H 3.89 32.58 5.17 0.18
H 5.15 31.85 4.15 0.34
O 3.19 36.01 -5.77 -0.90
P 3.32 36.24 -4.30 0.14
N 4.01 34.96 -3.45 0.83
C 3.82 34.68 -1.94 -1.34
C 5.03 34.00 -4.07 0.00
N 1.84 36.54 -3.48 0.33
C 1.22 37.79 -3.73 -1.06
C 0.86 35.46 -3.37 -1.15
N 4.32 37.55 -3.81 0.52
C 4.38 37.92 -2.48 -1.13
C 5.33 38.08 -4.72 -0.58
H 4.48 35.40 -1.46 0.15
H 4.18 33.68 -1.69 0.64
H 2.82 34.71 -1.51 0.29
H 4.56 33.03 -4.23 0.46
H 5.96 33.87 -3.51 0.12
H 5.33 34.41 -5.03 -0.60
H 0.87 37.81 -4.76 0.35
H 0.41 38.00 -3.04 0.36
H 1.98 38.57 -3.72 0.28
H 1.35 34.50 -3.20 0.34
H 0.19 35.80 -2.59 0.33
H 0.40 35.49 -4.36 0.36
H 5.32 37.58 -2.04 0.08
H 4.49 39.00 -2.40 0.44
H 3.49 37.77 -1.86 0.38
H 4.80 38.58 -5.53 0.33
H 5.79 37.17 -5.11 -0.06
H 5.96 38.80 -4.22 0.23
O 7.83 43.63 -7.87 -0.90
P 8.44 42.29 -7.88 0.54
N 8.90 41.95 -9.55 0.15
C 9.75 40.80 -9.96 -0.71
C 8.14 42.52 -10.68 -1.13
N 7.44 40.98 -7.37 0.25
C 6.75 40.10 -8.27 -0.62
C 7.05 40.93 -5.97 -0.43
N 9.86 42.15 -6.90 0.59
C 10.64 43.28 -6.57 -1.04
C 10.52 40.84 -6.70 -0.70
H 9.63 39.94 -9.30 -0.15
H 10.79 41.10 -9.86 0.20
H 9.45 40.51 -10.97 0.66
H 8.81 42.62 -11.53 0.44
H 7.79 43.52 -10.42 0.33
H 7.22 41.97 -10.87 0.31
H 7.46 39.56 -8.90 -0.01
H 6.11 39.36 -7.77 0.21
H 6.20 40.67 -9.01 0.29
H 5.99 41.14 -5.84 0.49
H 7.29 39.96 -5.53 -0.35
H 7.65 41.71 -5.50 0.33
H 10.72 43.31 -5.48 0.19
H 11.57 43.29 -7.15 0.30
H 10.07 44.18 -6.82 0.34
H 9.87 40.00 -6.94 -0.26
H 10.85 40.77 -5.67 0.47
H 11.47 40.82 -7.24 0.28
O 11.18 34.34 -4.03 -0.78
P 10.83 35.64 -3.40 -0.71
N 11.93 36.07 -2.12 1.73
C 11.74 37.18 -1.26 0.41
C 13.22 35.42 -2.08 -0.99
N 9.24 35.76 -2.62 1.35
C 8.03 35.83 -3.46 -0.11
C 9.01 35.11 -1.30 -1.12
N 10.90 37.01 -4.43 0.61
C 11.55 36.96 -5.74 -0.43
C 10.52 38.39 -3.99 -0.34
H 10.69 37.46 -1.20 -0.01
H 12.19 38.02 -1.79 0.35
H 12.14 37.09 -0.26 -1.12
H 13.80 35.92 -2.85 0.32
H 13.15 34.39 -2.44 0.10
H 13.73 35.47 -1.12 0.11
H 7.25 36.34 -2.90 0.39
H 8.15 36.41 -4.37 -0.47
H 7.66 34.85 -3.75 -0.37
H 8.43 35.81 -0.71 0.23
H 8.54 34.12 -1.27 0.46
H 9.90 34.92 -0.70 0.00
H 12.17 36.07 -5.78 -0.21
H 10.82 37.03 -6.54 -0.10
H 12.27 37.78 -5.86 0.48
H 9.97 38.87 -4.80 0.06
H 11.40 38.97 -3.71 0.33
H 9.87 38.39 -3.11 -0.29
```

Output
ΔE to the lowest compared entry with this formula, charge and spin = 0.0 kJ/mol
HOMO = -7.52 eV
HOMO-LUMO gap = 6.230 eV
2S+1 = 1

=====

3.
A molecular structure, C11H13BClNPt at a distorted geometry. Source: OMol25; level of theory: wB97M-V/def2-TZVPD.

Structure (XYZ):
```
28
Properties=species:S:1:pos:R:3:nbo_charge:R:1
C 2.04 1.05 1.62 -0.41
C 2.33 1.49 0.27 -0.22
C 2.63 0.35 -0.54 -0.28
H 2.26 2.52 -0.07 0.22
C 2.27 -0.84 0.14 -0.19
C 1.91 -0.51 1.52 -0.44
H 1.43 -1.17 2.27 0.25
H 1.52 1.65 2.42 0.24
H 2.95 0.39 -1.59 0.22
H 2.18 -1.84 -0.30 0.22
Pt 0.01 0.58 1.56 0.87
Cl -1.45 2.43 1.26 -0.66
C -1.60 0.29 -1.59 -0.35
C -0.94 -0.84 -2.19 -0.35
C 0.23 -0.35 -2.87 -0.39
H -1.24 -1.87 -2.08 0.18
C 0.26 1.09 -2.68 -0.39
C -0.87 1.46 -1.94 -0.34
H -1.29 2.49 -1.90 0.18
H -2.64 0.29 -1.19 0.18
H 1.08 -0.95 -3.16 0.16
H 1.08 1.76 -2.93 0.16
B -2.70 -1.74 2.68 -0.61
C -1.67 -1.40 1.67 0.30
N -0.88 -1.17 0.83 -0.55
H -3.65 -1.01 2.40 0.02
H -2.37 -1.19 3.72 0.02
H -2.88 -2.95 2.68 -0.01
```

Output
net charge = -2
HOMO (spin up / spin down) = 0.31 / 0.33 eV
⟨S²⟩ = 2.0266
HOMO-LUMO gap (spin up / spin down) = 4.563 / 4.161 eV
2S+1 = 3

=====

4.
2 unconnected molecules or ions with the total composition H6N2 at a distorted geometry. Source: OMol25; level of theory: wB97M-V/def2-TZVPD.

Structure (XYZ):
```
8
Properties=species:S:1:pos:R:3:nbo_charge:R:1
N -1.82 4.95 -0.21 -1.06
H -2.77 5.09 0.04 0.36
H -1.58 4.06 -0.32 0.35
H -1.26 5.40 0.51 0.36
N 1.72 -4.94 0.19 -1.05
H 2.43 -4.36 0.75 0.35
H 1.73 -4.47 -0.68 0.34
H 2.20 -5.81 -0.16 0.35
```

Output
ΔE to the lowest compared entry with this formula, charge and spin = 48.2 kJ/mol
HOMO = -9.97 eV
structure (SMILES) = N.N
HOMO-LUMO gap = 11.235 eV
2S+1 = 1

=====

| no. | molecular weight (g mol⁻¹) | energy (eV) |
| --- | --- | --- |
| 1 | 1153.54 | -90159.2803 |
| 2 | 1824.81 | -196252.9337 |
| 3 | 400.57 | -29548.1305 |
| 4 | 34.06 | -3077.2228 |